The following is a quantum chemistry calculation of a molecular structure, C36H53AuGe2IN2O2S at a distorted geometry, from the OMol25 dataset.

The geometry in XYZ format:
```
98
Properties=species:S:1:pos:R:3:forces:R:3:lowdin_charge:R:1
Au -0.6533 0.3856 0.2230 -1.3 -0.1 0.2 0.99
C 3.6891 0.1357 -1.7444 0.0 0.0 0.0 -0.15
C 2.2749 -0.2244 -1.2742 0.0 0.0 0.0 -0.35
Ge 1.8333 0.7262 0.3850 0.3 -0.1 -0.1 0.92
C 2.5404 0.0397 2.0690 0.0 0.0 0.0 -0.34
C 4.0663 -0.0856 1.9999 0.0 0.0 0.0 -0.15
C 2.2392 2.6018 0.1973 -0.1 0.1 0.0 -0.22
C 1.2883 3.5385 0.1573 0.0 0.0 0.0 -0.33
Ge -0.5827 2.9685 0.3627 -0.2 0.1 0.0 0.99
C -1.7410 3.5095 -1.1246 0.0 0.0 0.0 -0.37
C -1.8262 5.0085 -1.4096 0.0 0.0 0.0 -0.15
C -1.3563 3.0916 2.1530 0.0 0.0 0.0 -0.37
C -1.5579 4.4874 2.7447 0.0 0.0 0.0 -0.15
C 1.5930 4.9779 -0.0458 0.0 0.0 -0.1 -0.25
C 0.7435 5.9692 0.4380 0.1 0.0 0.0 -0.07
C 1.0398 7.3131 0.2690 0.0 0.0 0.0 -0.06
C 2.1911 7.6874 -0.4053 0.0 0.0 0.0 -0.07
C 3.0382 6.7107 -0.9130 0.0 0.0 0.0 -0.06
C 2.7411 5.3703 -0.7382 0.0 0.0 0.0 -0.03
H 3.9169 -0.3721 -2.6825 0.0 0.0 0.0 0.08
H 4.4495 -0.1584 -1.0195 0.0 0.0 0.0 0.06
H 3.7954 1.2073 -1.9203 0.0 0.0 0.0 0.06
H 2.1491 -1.2960 -1.1208 0.0 0.1 0.0 0.04
H 1.5398 0.0705 -2.0269 0.0 0.0 0.0 0.05
H 2.0771 -0.9113 2.3119 0.0 0.0 0.0 0.03
H 2.2349 0.7430 2.8453 0.0 0.0 0.0 0.07
H 4.3782 -0.8491 1.2849 0.0 0.0 0.0 0.05
H 4.4674 -0.3710 2.9732 0.0 0.0 0.0 0.08
H 4.5451 0.8538 1.7152 0.0 0.0 0.0 0.07
H 3.2841 2.9022 0.1260 0.0 0.0 0.0 0.07
H -2.7238 3.1023 -0.8764 0.0 0.0 -0.1 0.05
H -1.3929 2.9685 -2.0056 0.0 0.0 0.0 0.05
H -2.1861 5.5708 -0.5469 0.0 0.0 0.0 0.07
H -2.5221 5.1921 -2.2294 0.0 0.0 0.0 0.08
H -0.8609 5.4223 -1.6958 0.0 0.0 0.0 0.07
H -0.7131 2.4968 2.8062 0.0 0.0 0.0 0.00
H -2.3038 2.5546 2.0949 0.0 0.0 0.0 0.05
H -0.6114 4.9946 2.9289 0.0 0.0 0.0 0.07
H -2.0690 4.4016 3.7044 0.0 0.0 0.0 0.07
H -2.1719 5.1265 2.1068 0.0 0.0 0.0 0.07
H -0.1605 5.6967 0.9658 0.0 0.0 0.0 0.07
H 0.3696 8.0662 0.6621 0.0 0.0 0.0 0.11
H 2.4239 8.7346 -0.5444 0.0 0.0 0.0 0.11
H 3.9294 6.9961 -1.4562 0.0 0.0 0.0 0.11
H 3.3947 4.6198 -1.1645 0.0 0.0 0.0 0.11
N -2.5778 0.1517 2.3070 -0.1 0.0 -0.1 0.12
C -1.4735 -0.1650 2.8519 0.1 -0.1 0.2 -0.74
O -0.3181 -0.1703 2.2110 0.4 0.0 -0.1 -0.31
C -1.3142 -0.5679 4.2979 0.1 -0.1 -0.1 -0.55
I -0.6393 1.0835 5.4695 0.0 0.0 0.0 0.86
H -3.1399 0.7715 -0.3211 0.1 0.4 -0.2 0.05
H -3.3433 0.0870 2.9693 0.0 0.0 0.0 0.07
H -0.5545 -1.3353 4.4127 0.0 0.0 0.0 0.04
H -2.2542 -0.8968 4.7275 0.0 0.0 0.0 0.05
C -1.4945 -0.5579 -2.9071 0.0 0.0 0.1 -0.06
C -2.7512 -0.1676 -2.1414 0.1 0.1 0.2 -0.68
C -3.5432 0.8925 -2.9060 0.0 0.0 0.0 -0.05
C -3.6448 -1.3965 -1.9113 0.1 -0.1 0.1 -0.03
N -2.3757 0.3069 -0.8069 0.8 -0.5 -0.2 -0.05
H -1.7574 -0.9914 -3.8714 0.0 0.0 0.0 0.09
H -0.9136 -1.2909 -2.3445 0.0 0.0 0.0 0.05
H -0.8778 0.3288 -3.0824 0.0 0.0 0.0 0.08
H -3.8562 0.4939 -3.8704 0.0 0.0 0.0 0.09
H -2.9384 1.7811 -3.0860 0.0 0.0 0.0 0.06
H -4.4395 1.1829 -2.3530 0.0 0.0 0.0 0.09
H -3.9851 -1.7775 -2.8732 0.0 0.0 0.0 0.09
H -4.5168 -1.1321 -1.3103 0.0 0.0 0.0 0.09
H -3.0882 -2.1843 -1.4005 0.0 0.0 0.0 0.07
O 0.0120 -2.0561 -0.1197 0.0 0.0 0.0 -0.60
S -0.6900 -3.0532 0.7796 0.0 0.1 0.0 0.98
C -0.5717 -4.6404 -0.0729 -0.1 0.0 0.0 -0.27
C -1.5066 -4.6799 -1.2455 0.0 0.0 0.0 -0.29
C -1.0950 -4.1960 -2.4833 0.0 0.0 0.0 -0.05
C -1.9573 -4.2296 -3.5694 0.0 0.0 0.0 -0.08
C -3.2385 -4.7423 -3.4252 0.0 0.0 0.0 -0.08
C -3.6561 -5.2243 -2.1920 0.0 0.0 0.0 -0.07
C -2.7924 -5.1941 -1.1077 0.0 0.0 0.0 -0.04
C 0.4572 -3.4109 2.1472 0.0 -0.1 0.0 -0.27
C 1.7008 -4.1533 1.7648 0.0 0.0 0.0 -0.29
C 1.8826 -5.4694 2.1780 0.0 0.0 0.0 -0.05
C 3.0152 -6.1771 1.8021 0.0 0.0 0.0 -0.06
C 3.9750 -5.5764 1.0009 0.0 0.0 0.0 -0.07
C 3.8001 -4.2642 0.5822 0.0 0.0 0.0 -0.06
C 2.6719 -3.5551 0.9641 0.0 0.0 0.0 -0.05
H -0.8290 -5.3911 0.6782 0.0 0.0 0.0 0.11
H 0.4719 -4.7723 -0.3599 0.0 0.0 0.0 0.11
H -0.0915 -3.8028 -2.5950 0.0 0.0 0.0 0.12
H -1.6244 -3.8645 -4.5326 0.0 0.0 0.0 0.11
H -3.9076 -4.7771 -4.2750 0.0 0.0 0.0 0.11
H -4.6506 -5.6348 -2.0778 0.0 0.0 0.0 0.11
H -3.1168 -5.5815 -0.1485 0.0 0.0 0.0 0.12
H -0.1380 -3.9630 2.8789 0.0 0.0 0.0 0.10
H 0.6521 -2.4169 2.5488 0.0 0.0 0.0 0.06
H 1.1359 -5.9435 2.8052 0.0 0.0 0.0 0.12
H 3.1479 -7.1974 2.1365 0.0 0.0 0.0 0.11
H 4.8581 -6.1275 0.7068 0.0 0.0 0.0 0.11
H 4.5479 -3.7914 -0.0418 0.0 0.0 0.0 0.11
H 2.5334 -2.5343 0.6316 0.0 0.0 0.0 0.08
```
Forces are in eV/Å.

- E_LUMO: -4.8 eV
- Charge: +1
- Spin multiplicity: 1
- E_tot: -6648.66604 Eh
- Largest force on an atom: 1.295 eV/Å
- Molecular weight: 1047.0 g/mol

The following is a quantum chemistry calculation of 9 unconnected molecules or ions with the total composition C36H53BN11O3P2 at a distorted geometry, from the OMol25 dataset.

The geometry in XYZ format:
```
106
Properties=species:S:1:pos:R:3:forces:R:3:lowdin_charge:R:1
N -4.2442 2.7028 2.0733 -1.3 0.0 1.8 0.15
C -3.2768 2.6015 1.4759 1.9 0.5 -3.1 -0.40
O -2.3830 2.6051 0.5249 -0.7 0.1 1.8 -0.02
B -2.0273 1.2179 0.0293 0.3 0.1 0.2 -0.94
C -0.8528 0.4676 0.8769 0.0 0.6 0.3 -0.14
C 0.1408 1.4581 1.5817 1.0 -1.4 -0.5 -0.36
O -0.4396 1.9222 2.7974 -0.1 0.3 -0.5 -0.05
C 1.4923 0.6533 1.8925 -0.4 -0.7 0.2 -0.20
N 1.7059 0.5513 3.3591 0.7 -0.2 0.0 -0.05
P -3.5377 -0.0180 -0.0357 0.8 -2.0 -0.7 0.72
N -2.9438 -1.4857 -0.3130 -0.5 0.2 -0.3 -0.33
P -1.5136 1.4513 -1.8492 -0.3 -2.2 -0.1 0.73
O -1.1682 0.1187 -2.5031 0.2 1.1 -0.1 -0.52
H -0.2678 -0.2071 0.2037 -0.6 0.4 0.6 0.10
H -1.3671 -0.1544 1.6587 0.8 0.3 -0.5 0.11
H 0.4445 2.2883 0.8915 -0.6 -0.4 0.6 0.14
H 0.1416 2.5797 3.2097 -0.1 -0.3 -0.2 0.10
H 1.4207 -0.3938 1.5036 -0.1 0.9 -0.2 0.10
H 2.3807 1.1208 1.4038 -0.6 -0.2 0.5 0.11
H 2.5124 -0.0600 3.5233 -0.2 0.3 -0.1 0.07
H 0.9287 0.0712 3.8138 -0.1 0.3 -0.4 0.08
H -4.4003 0.3836 -1.1087 -0.3 0.2 0.7 -0.01
H -4.2371 -0.1135 1.2147 -0.2 0.8 -0.5 0.00
H -3.2933 -1.8604 -1.1977 0.2 0.1 0.4 -0.09
H -2.6749 1.9475 -2.5423 0.5 0.6 0.2 0.00
H -0.4764 2.4194 -2.0158 -0.4 0.2 0.0 0.00
N -8.1713 3.7340 0.3852 -0.1 -0.1 0.1 0.00
C -9.4302 3.1974 0.3189 -0.1 0.1 -0.1 -0.16
C -9.3758 1.9325 0.8441 -0.1 0.1 0.0 -0.13
C -8.0338 1.6992 1.2478 0.1 0.0 0.0 -0.11
C -7.3159 2.8288 0.9546 0.1 0.1 -0.1 -0.14
H -7.9145 4.6507 0.0661 0.0 -0.1 0.0 0.14
H -10.2511 3.7600 -0.0961 0.0 -0.1 0.0 0.10
H -10.2067 1.2499 0.9306 0.0 0.0 0.0 0.08
H -7.6399 0.8042 1.7023 0.0 0.1 0.0 0.09
H -6.2734 3.0664 1.1001 -0.1 -0.1 0.1 0.06
N 2.0267 1.0585 7.3398 0.0 0.2 0.0 0.01
C 1.9261 1.9225 6.2824 0.0 -0.1 -0.1 -0.13
C 1.8265 3.1937 6.7885 0.1 -0.1 -0.1 -0.11
C 1.8745 3.0917 8.2050 0.1 0.1 0.1 -0.14
C 2.0010 1.7625 8.5146 0.0 -0.1 0.1 -0.16
H 2.1075 0.0601 7.2650 0.0 0.1 0.0 0.14
H 1.9325 1.5573 5.2615 0.0 0.2 0.1 0.07
H 1.7309 4.0971 6.2069 0.0 0.0 0.0 0.09
H 1.8224 3.9025 8.9155 0.0 0.0 0.0 0.09
H 2.0735 1.2580 9.4647 0.0 0.0 0.0 0.10
N 0.8053 -2.4723 -5.2780 0.1 0.2 -0.2 0.01
C 0.5425 -1.1927 -4.8718 -0.2 -0.1 0.2 -0.12
C 1.2869 -0.3446 -5.6517 -0.1 -0.1 0.0 -0.11
C 2.0229 -1.1443 -6.5676 0.1 0.0 -0.1 -0.12
C 1.7026 -2.4522 -6.3140 0.1 -0.2 0.0 -0.17
H 0.4006 -3.2995 -4.8772 0.0 0.1 0.0 0.14
H -0.1485 -0.9974 -4.0642 0.1 0.1 0.0 0.07
H 1.3011 0.7311 -5.5744 0.0 0.0 0.0 0.07
H 2.7084 -0.7986 -7.3259 0.0 0.0 0.0 0.08
H 2.0339 -3.3679 -6.7775 0.0 0.1 0.0 0.09
N -5.1694 -0.2649 -4.3920 -0.1 -0.1 0.1 0.01
C -6.4201 -0.8111 -4.5070 -0.1 0.1 -0.1 -0.15
C -6.3754 -2.0784 -3.9865 -0.1 0.0 0.0 -0.12
C -5.0477 -2.3034 -3.5350 0.1 0.0 0.0 -0.12
C -4.3289 -1.1660 -3.7964 0.3 0.1 0.0 -0.15
H -4.9084 0.6558 -4.6967 0.0 -0.1 0.1 0.14
H -7.2295 -0.2526 -4.9486 0.0 0.0 0.0 0.10
H -7.2037 -2.7674 -3.9338 0.0 0.0 0.0 0.08
H -4.6640 -3.1977 -3.0701 0.0 0.1 0.0 0.09
H -3.2924 -0.9192 -3.6108 0.0 0.0 0.1 0.09
N 3.9350 -7.1991 -4.9995 0.0 0.0 0.0 -0.01
C 3.3635 -5.9539 -4.9671 -0.1 0.0 0.0 -0.14
C 4.3036 -5.0470 -5.3815 -0.1 0.1 0.0 -0.11
C 5.4871 -5.7716 -5.6811 0.1 -0.1 0.0 -0.11
C 5.2290 -7.0957 -5.4387 0.1 -0.1 0.0 -0.15
H 3.4760 -8.0554 -4.7416 0.0 0.1 -0.1 0.14
H 2.3412 -5.8230 -4.6512 0.1 0.0 0.0 0.11
H 4.1582 -3.9811 -5.4621 0.0 0.0 0.0 0.09
H 6.4218 -5.3668 -6.0350 0.0 0.0 0.0 0.09
H 5.8509 -7.9707 -5.5387 0.0 0.0 0.0 0.10
N 4.3077 -7.3999 -1.4739 0.0 0.0 0.0 0.00
C 3.7948 -6.4932 -0.5874 0.0 0.0 -0.1 -0.14
C 3.5170 -7.1548 0.5808 0.0 0.1 0.0 -0.11
C 3.8816 -8.5133 0.3938 0.0 -0.1 0.0 -0.12
C 4.3685 -8.6328 -0.8823 0.0 0.0 -0.1 -0.15
H 4.5964 -7.1922 -2.4159 0.0 0.1 0.1 0.12
H 3.6708 -5.4589 -0.8643 0.0 0.0 0.0 0.11
H 3.0993 -6.7127 1.4711 0.0 0.0 0.0 0.09
H 3.7970 -9.3121 1.1135 0.0 0.0 0.0 0.09
H 4.7508 -9.4858 -1.4194 0.0 0.0 0.0 0.10
N 5.2003 4.6640 9.2603 0.1 0.0 0.1 0.01
C 5.9681 5.7828 9.4353 -0.1 0.0 -0.1 -0.15
C 6.4640 5.7614 10.7132 0.1 0.1 -0.1 -0.12
C 5.9810 4.5804 11.3325 -0.1 -0.1 0.0 -0.12
C 5.2067 3.9233 10.4109 -0.1 0.0 -0.1 -0.14
H 4.7068 4.4225 8.4168 0.0 0.0 0.1 0.14
H 6.0938 6.4965 8.6375 0.0 0.0 0.1 0.10
H 7.1035 6.5097 11.1540 0.0 0.0 0.0 0.09
H 6.1789 4.2494 12.3397 0.0 0.0 0.0 0.09
H 4.6602 2.9965 10.4739 0.0 0.0 0.0 0.10
N -0.8561 3.5849 -4.6245 0.0 0.1 -0.1 0.00
C -1.5668 4.6754 -4.2060 0.0 -0.1 0.1 -0.15
C -1.0446 5.7831 -4.8233 -0.1 0.0 0.1 -0.12
C 0.0199 5.3417 -5.6510 0.1 0.0 -0.1 -0.12
C 0.1093 3.9806 -5.5084 0.0 -0.1 0.0 -0.14
H -1.0193 2.6359 -4.3277 0.0 0.1 -0.1 0.10
H -2.3796 4.5695 -3.5057 0.1 0.0 0.0 0.10
H -1.3891 6.7972 -4.6956 0.0 0.0 0.0 0.09
H 0.6485 5.9523 -6.2799 0.0 0.0 0.0 0.08
H 0.7753 3.2619 -5.9574 0.0 0.0 0.0 0.10
```
Forces are in eV/Å.

- E_LUMO: 1.9 eV
- Charge: -1
- Spin multiplicity: 1
- E_tot: -2939.15415 Eh
- Largest force on an atom: 3.717 eV/Å
- Molecular weight: 760.7 g/mol

> Which of these has the lowest molecular weight?

C36H53BN11O3P2